No. 1
Computed, not measured: 7 unconnected molecules or ions with the total composition C7H28N4O7 in a non-equilibrium geometry, with ωB97M-V/def2-TZVPD.

Properties
SMILES string: NC(N)=O.NC(N)=O.CO.CO.CO.CO.CO
Molar mass, g mol⁻¹: 280.3

Element x y z (Å)
1 C 1.09 -1.20 -3.13
2 O 0.98 -0.56 -4.42
3 N 0.88 -2.44 -3.00
4 N 1.45 -0.59 -2.03
5 H 0.83 -3.00 -3.94
6 H 0.50 -2.87 -2.15
7 H 1.61 0.41 -2.07
8 H 1.17 -1.06 -1.12
9 C 0.41 -2.92 0.29
10 O -0.84 -2.90 0.94
11 N 1.32 -2.00 0.47
12 N 0.65 -3.74 -0.62
13 H 1.26 -1.46 1.37
14 H 2.22 -1.96 -0.08
15 H 0.06 -4.60 -0.68
16 H 1.61 -3.77 -1.02
17 C -0.81 3.60 0.15
18 O -0.14 3.53 1.38
19 H -0.35 3.00 -0.66
20 H -0.88 4.56 -0.36
21 H -1.90 3.39 0.26
22 H -0.27 2.69 1.83
23 C 0.94 2.40 -3.50
24 O 2.24 1.92 -3.26
25 H 0.25 1.62 -3.73
26 H 0.84 3.22 -4.25
27 H 0.57 2.84 -2.52
28 H 2.64 1.80 -4.13
29 C 0.28 -1.71 3.61
30 O 0.64 -0.69 2.71
31 H 0.46 -2.70 3.20
32 H -0.75 -1.58 3.77
33 H 0.80 -1.51 4.58
34 H 0.16 0.16 2.93
35 C -1.91 1.02 3.86
36 O -0.79 1.65 3.38
37 H -2.31 0.35 3.09
38 H -2.69 1.78 4.04
39 H -1.85 0.43 4.74
40 H -0.81 2.51 3.88
41 C -1.71 0.18 -0.97
42 O -1.20 0.27 0.36
43 H -1.09 -0.48 -1.53
44 H -1.57 1.24 -1.34
45 H -2.75 -0.22 -1.09
46 H -1.26 -0.63 0.75

Atomic partial charges in e from the Mulliken method, atoms 1 to 2:
1. C 0.396
2. O -0.736

No. 2
Computed, not measured: 7 unconnected molecules or ions with the total composition C7H28O7, with ωB97M-V/def2-TZVPD.

Properties
SMILES string: CCO.CO.CO.CO.CO.CO.O
Molar mass, g mol⁻¹: 224.3

Element x y z (Å)
1 C -10.94 11.22 -9.31
2 O -10.17 10.61 -8.27
3 H -11.61 10.46 -9.71
4 H -11.59 12.02 -8.96
5 H -10.30 11.55 -10.13
6 H -9.51 11.25 -7.96
7 C -13.14 15.48 -8.29
8 O -12.21 14.62 -8.97
9 H -13.05 15.38 -7.21
10 H -12.98 16.52 -8.58
11 H -14.14 15.25 -8.67
12 H -11.41 14.56 -8.45
13 C -14.20 15.19 -12.14
14 O -15.42 15.05 -11.42
15 H -14.33 15.09 -13.22
16 H -13.80 16.19 -11.95
17 H -13.43 14.47 -11.82
18 H -15.76 14.16 -11.62
19 C -14.64 12.68 -5.55
20 O -15.24 12.13 -6.72
21 H -15.37 13.20 -4.93
22 H -14.19 11.90 -4.93
23 H -13.86 13.35 -5.89
24 H -15.99 11.58 -6.47
25 C -16.61 11.01 -11.90
26 O -15.81 12.18 -11.79
27 H -17.12 10.78 -10.96
28 H -17.36 11.18 -12.67
29 H -15.97 10.17 -12.18
30 H -15.43 12.22 -10.89
31 O -14.53 12.79 -9.48
32 H -14.36 12.57 -8.56
33 H -14.06 13.61 -9.65
34 C -16.20 9.16 -8.81
35 C -16.71 8.05 -9.72
36 O -15.70 7.11 -10.07
37 H -15.50 9.86 -9.28
38 H -15.69 8.74 -7.95
39 H -17.04 9.78 -8.46
40 H -17.21 8.47 -10.59
41 H -17.47 7.52 -9.15
42 H -15.15 7.49 -10.76

Atomic partial charges in e from the Mulliken method, atoms 1 to 2:
1. C -0.331
2. O -0.527

No. 3
Computed, not measured: a molecular structure, C7H28O7 in a non-equilibrium geometry, with ωB97M-V/def2-TZVPD.

Properties
Molar mass, g mol⁻¹: 224.3

Element x y z (Å)
1 C 0.64 -1.98 0.51
2 O 1.19 -2.81 1.50
3 H 1.08 -0.98 0.51
4 H 0.84 -2.28 -0.52
5 H -0.43 -1.83 0.64
6 H 2.14 -2.83 1.40
7 C 2.91 0.51 1.26
8 C 2.33 0.76 -0.10
9 O 3.11 -0.06 -0.98
10 H 2.91 -0.56 1.44
11 H 2.24 1.04 1.93
12 H 3.91 0.93 1.36
13 H 2.47 1.80 -0.41
14 H 1.29 0.45 -0.18
15 H 2.74 0.08 -1.86
16 C -0.51 -0.18 -2.94
17 C 0.27 -0.85 -1.78
18 O 0.73 0.24 -0.96
19 H -1.46 0.30 -2.70
20 H -0.64 -0.87 -3.77
21 H 0.11 0.64 -3.29
22 H 1.10 -1.47 -2.11
23 H -0.46 -1.44 -1.22
24 H 1.51 0.47 -1.46
25 C -1.66 0.93 1.58
26 C -0.78 0.29 0.48
27 O -1.03 0.96 -0.73
28 H -2.71 0.97 1.29
29 H -1.27 1.94 1.73
30 H -1.64 0.34 2.50
31 H -0.92 -0.77 0.29
32 H 0.27 0.44 0.69
33 H -0.40 0.59 -1.35
34 O -2.75 2.66 -0.07
35 H -2.10 1.96 0.05
36 H -2.72 3.15 0.75
37 O -2.52 -0.10 -1.42
38 H -1.92 0.41 -0.88
39 H -3.15 0.55 -1.75
40 O -1.89 -1.35 3.49
41 H -1.71 -0.68 4.15
42 H -1.11 -1.35 2.94

Atomic partial charges in e from the Mulliken method, atoms 1 to 2:
1. C -0.881
2. O -0.568

No. 4
Computed, not measured: 7 unconnected molecules or ions with the total composition C7H28O7 in a non-equilibrium geometry, with ωB97M-V/def2-TZVPD.

Properties
SMILES string: CO.CO.CO.CO.CO.CO.CO
Molar mass, g mol⁻¹: 224.3

Element x y z (Å)
1 C -4.24 -3.42 1.82
2 O -3.49 -4.06 0.82
3 H -4.19 -2.34 1.73
4 H -5.29 -3.68 1.71
5 H -3.83 -3.72 2.79
6 H -3.71 -3.67 -0.03
7 C 4.38 1.67 -2.77
8 O 4.24 0.30 -2.81
9 H 3.49 2.21 -3.08
10 H 4.65 1.99 -1.76
11 H 5.22 1.98 -3.39
12 H 3.51 0.08 -2.22
13 C 0.45 -8.61 -1.13
14 O 0.98 -7.46 -0.54
15 H -0.26 -8.37 -1.92
16 H 1.17 -9.34 -1.48
17 H -0.10 -9.16 -0.37
18 H 0.24 -6.91 -0.26
19 C 0.40 0.66 1.21
20 O 0.50 -0.28 0.18
21 H 1.39 0.84 1.65
22 H 0.03 1.55 0.71
23 H -0.24 0.29 2.02
24 H -0.35 -0.65 -0.07
25 C -2.84 -1.27 -5.32
26 O -3.20 -1.44 -3.99
27 H -3.57 -0.56 -5.71
28 H -1.84 -0.84 -5.33
29 H -2.81 -2.17 -5.94
30 H -4.10 -1.12 -3.85
31 C 1.97 6.84 -0.39
32 O 2.61 6.69 0.89
33 H 1.24 6.12 -0.75
34 H 1.50 7.81 -0.54
35 H 2.80 6.82 -1.11
36 H 1.93 6.60 1.56
37 C 0.53 4.33 6.43
38 O -0.20 5.08 5.47
39 H 0.16 4.48 7.44
40 H 0.43 3.26 6.22
41 H 1.57 4.62 6.54
42 H -1.12 4.84 5.59

Atomic partial charges in e from the Mulliken method, atoms 1 to 2:
1. C -0.483
2. O -0.483

Summary of ΔE to the lowest compared entry with this formula, charge and spin in kcal/mol
89.34, 60.12, 443.30, 108.74
(order as listed above)
Summary of gap between HOMO and LUMO in eV
8.946, 10.151, 8.681, 10.275
(order as listed above)